Molecular formula: C4H6O2
Method: DFT, wB97M-V/def2-TZVPD

Properties
SMILES   CC(C=O)C=O
HOMO energy   -9.791 eV
LUMO energy   0.69 eV
Electronic energy   -8339.303 eV
ΔE to the lowest compared entry with this formula, charge and spin   1.158 eV
Spin multiplicity   1
Max |F|   0.011 Eh/bohr

Last columns: bonded neighbours and bond lengths (Å).
Element x y z (Å)
1 C -0.675 0.227 -1.196  C4 1.546, H7 1.089, H8 1.095, H9 1.093
2 C 0.013 -1.302 0.548  O3 1.207, C4 1.512, H11 1.113
3 O 1.066 -1.874 0.405  C2 1.207
4 C -0.198 0.170 0.274  C1 1.546, C2 1.512, C5 1.517, H10 1.095
5 C 1.071 0.965 0.517  C4 1.517, O6 1.208, H12 1.109
6 O 1.067 2.067 1.012  C5 1.208
7 H -1.320 1.087 -1.370  C1 1.089
8 H -1.250 -0.672 -1.442  C1 1.095
9 H 0.171 0.264 -1.887  C1 1.093
10 H -0.978 0.578 0.925  C4 1.095
11 H -0.918 -1.852 0.807  C2 1.113
12 H 2.013 0.455 0.229  C5 1.109

Mulliken atomic charge list, values in e, 5 entries:
1 C -1.299
2 C -0.180
3 O -0.478
4 C 0.520
5 C -0.165